Formula: C33H26As2N2O8Pd
Source: the OMol25 dataset
Level of theory: ωB97M-V/def2-TZVPD

The orbital gap (spin up / spin down) is 5.302 / 5.301 eV. The net charge is -2. The value obtained for the HOMO energy (spin up / spin down) is -1.199 / -1.198 eV. As for the LUMO energy (spin up / spin down): 0.151 / 0.151 hartree. For the relative energy (zero: lowest compared OMol25 entry of this formula, charge and spin), the calculation gives 1.792 eV. As for the energy: -6583.793195 Ha.

Each line ends with the Löwdin charge.
CARTESIAN COORDINATES (ANGSTROEM)
Pd (-0.61486, -0.00012, -0.77650)  0.178
C (1.74908, 1.64015, 0.76676)  -0.456
C (1.11895, 1.10093, 2.03947)  -0.466
As (-0.64468, 0.18291, 1.79494)  1.266
C (-1.81016, 1.85673, 1.77600)  -0.264
C (-1.91249, 2.62463, 0.61379)  -0.318
C (-2.59911, 3.83127, 0.58624)  -0.038
C (-3.29497, 4.25845, 1.70715)  -0.106
C (-3.31504, 3.45016, 2.83423)  -0.105
C (-2.56720, 2.27770, 2.86755)  -0.109
C (-0.77956, -0.03974, 3.82969)  -0.383
C (-0.48816, 0.90347, 4.81649)  -0.147
C (-0.57028, 0.58721, 6.16530)  -0.111
C (-0.94837, -0.69181, 6.55897)  -0.123
C (-1.23859, -1.64378, 5.59428)  -0.105
C (-1.15129, -1.31640, 4.24450)  -0.126
As (1.86722, 0.27664, -0.67277)  1.252
C (3.75872, -0.24236, -0.32654)  -0.367
C (4.08863, -0.77969, 0.91809)  -0.122
C (5.38229, -1.19104, 1.20683)  -0.108
C (6.37648, -1.08754, 0.24332)  -0.122
C (6.05829, -0.57783, -1.00766)  -0.106
C (4.76294, -0.16236, -1.28891)  -0.115
C (2.24905, 1.57125, -2.09921)  -0.392
C (3.19159, 2.58975, -1.95366)  -0.141
C (3.40579, 3.50869, -2.97064)  -0.115
C (2.67479, 3.41709, -4.15037)  -0.118
C (1.73463, 2.40909, -4.30033)  -0.082
C (1.51783, 1.48479, -3.28159)  -0.092
H (2.73731, 2.06013, 0.98176)  0.059
H (1.13079, 2.43629, 0.34323)  0.051
H (1.01012, 1.90423, 2.77056)  0.048
H (1.75297, 0.33530, 2.49569)  0.041
H (-0.99518, 2.19522, -0.65496)  0.057
H (-2.59112, 4.41343, -0.32771)  0.112
H (-3.84995, 5.18820, 1.68058)  0.091
H (-3.90161, 3.73602, 3.69946)  0.091
H (-2.58544, 1.67405, 3.76346)  0.083
H (-0.19789, 1.90970, 4.53334)  0.091
H (-0.34155, 1.33899, 6.91304)  0.089
H (-1.01552, -0.94108, 7.61170)  0.087
H (-1.53539, -2.64382, 5.88830)  0.094
H (-1.38195, -2.06471, 3.49202)  0.090
H (3.32234, -0.88714, 1.67743)  0.084
H (5.61165, -1.59997, 2.18406)  0.093
H (7.38737, -1.41008, 0.46264)  0.088
H (6.82277, -0.50151, -1.77250)  0.093
H (4.53327, 0.22910, -2.27254)  0.096
H (3.77119, 2.66646, -1.03969)  0.094
H (4.14091, 4.29578, -2.84311)  0.087
H (2.83711, 4.13562, -4.94612)  0.087
H (1.14928, 2.33295, -5.20872)  0.103
H (0.74820, 0.72177, -3.39815)  0.065
O (-1.54665, -1.10132, -5.06218)  -0.053
C (-1.52395, -1.14953, -3.81981)  -0.629
O (-0.93830, -0.30841, -3.08410)  -0.134
C (-2.28183, -2.35544, -3.18815)  -0.023
C (-2.86186, -3.17791, -4.10858)  0.032
C (-3.59739, -4.32812, -3.75833)  -0.174
C (-3.76076, -4.67357, -2.43433)  0.046
C (-3.19670, -3.88073, -1.46009)  -0.065
C (-2.41413, -2.66012, -1.74814)  -0.304
O (-1.93792, -1.99067, -0.82607)  -0.071
N (-3.42481, -4.33472, -0.09816)  -0.364
O (-4.09067, -5.36526, 0.06683)  -0.021
O (-2.96977, -3.71348, 0.84317)  0.049
N (-4.18290, -5.15163, -4.76949)  -0.382
O (-4.82090, -6.15162, -4.43313)  -0.004
O (-4.03516, -4.84111, -5.94802)  0.017
H (-2.73797, -2.91364, -5.14829)  0.113
H (-4.32057, -5.55140, -2.15831)  0.116
O (-1.91898, 1.88553, -0.63401)  -0.078

---

Formula: C33H26AsF6IrN4O2S2
Source: the OMol25 dataset
Level of theory: ωB97M-V/def2-TZVPD

The orbital gap (spin up / spin down) is 6.922 / 6.635 eV. The value obtained for the HOMO energy (spin up / spin down) is -7.122 / -9.330 eV. Its expectation value of S² is 6.0739. As for the LUMO energy (spin up / spin down): -0.007 / -0.099 hartree. For the relative energy (zero: lowest compared OMol25 entry of this formula, charge and spin), the calculation gives 0.000 eV. As for the energy: -5378.357066 Ha. As for the spin multiplicity: 5.

Each line ends with the Mulliken spin population.
CARTESIAN COORDINATES (ANGSTROEM)
Ir (-0.00535, -0.24256, -0.59207)  1.516
C (-0.07587, -2.83583, 1.07338)  0.002
N (0.63237, -2.41510, -0.16472)  0.115
C (2.09835, -2.36065, 0.07957)  -0.011
C (2.49281, -1.08904, 0.79674)  0.005
N (2.13747, 0.09376, -0.03600)  0.011
C (3.07103, 0.16107, -1.19891)  0.057
C (2.30392, 1.35975, 0.68700)  0.027
C (3.14565, 1.48696, 1.77648)  0.010
C (3.31174, 2.72399, 2.38158)  0.005
C (2.65178, 3.84101, 1.90187)  0.007
C (1.80695, 3.72124, 0.81108)  -0.032
C (1.63417, 2.48490, 0.20877)  -0.016
S (0.54149, 2.34029, -1.18078)  0.352
C (0.35740, -3.27104, -1.30082)  0.090
C (0.18349, -4.63738, -1.15494)  -0.035
C (-0.01521, -5.44305, -2.26859)  0.089
C (-0.02962, -4.89063, -3.54174)  -0.035
C (0.14396, -3.52860, -3.69918)  0.031
C (0.32508, -2.70510, -2.58460)  -0.034
S (0.39724, -0.98478, -2.82324)  0.927
H (0.39502, -3.72188, 1.50681)  0.003
H (-1.11128, -3.05599, 0.83242)  0.009
H (-0.05669, -2.02964, 1.80449)  -0.026
H (2.60234, -2.44156, -0.88181)  -0.003
H (2.40327, -3.22527, 0.67673)  0.000
H (3.57041, -1.11102, 0.97734)  -0.008
H (1.98511, -0.99558, 1.75396)  0.000
H (4.10003, 0.17003, -0.83309)  0.003
H (2.88565, 1.07175, -1.75962)  0.001
H (2.91913, -0.68319, -1.86389)  -0.038
H (3.64426, 0.62919, 2.20118)  0.001
H (3.94633, 2.80122, 3.25391)  0.000
H (2.76947, 4.79876, 2.39034)  0.000
H (1.26414, 4.57776, 0.43311)  -0.001
H (0.20222, -5.08429, -0.17033)  0.001
H (-0.15366, -6.50802, -2.13704)  0.004
H (-0.18619, -5.51925, -4.40816)  -0.001
H (0.10917, -3.07535, -4.68134)  -0.003
N (-8.35543, 2.64029, 2.03398)  0.079
C (-7.25126, 2.56127, 1.71941)  -0.031
C (-5.88127, 2.46329, 1.31652)  0.181
C (-5.56884, 2.33795, -0.04397)  -0.076
C (-4.26030, 2.22188, -0.44156)  0.171
C (-3.21615, 2.22160, 0.52303)  -0.008
C (-3.54723, 2.35233, 1.89890)  0.157
C (-4.85965, 2.47248, 2.27906)  -0.077
C (-1.92585, 1.98702, 0.12192)  0.529
C (-0.84017, 1.56064, -0.40040)  -0.067
H (-6.36640, 2.32328, -0.77464)  -0.002
H (-4.01004, 2.11030, -1.48874)  -0.002
H (-2.75762, 2.29688, 2.63787)  0.018
H (-5.11585, 2.55159, 3.32680)  -0.001
F (0.25929, 0.20762, 2.27770)  -0.012
As (0.21176, 0.40242, 4.03291)  0.002
F (-0.23050, -1.26558, 4.16168)  0.000
F (-1.44378, 0.88186, 3.93466)  0.001
F (0.70024, 2.05416, 3.81449)  0.001
F (0.22631, 0.58149, 5.73989)  0.000
F (1.89878, -0.08893, 4.03839)  0.001
O (-2.38922, -0.82478, 1.54849)  -0.004
C (-2.76003, -0.96969, 0.41531)  0.011
N (-1.92711, -0.91955, -0.72067)  0.052
C (-2.67757, -1.14008, -1.86242)  -0.034
O (-2.27251, -1.12250, -3.00978)  0.086
C (-4.09707, -1.35816, -1.43764)  0.011
C (-5.23199, -1.58980, -2.18604)  0.001
C (-6.43630, -1.69603, -1.49362)  -0.001
C (-6.48524, -1.57501, -0.10774)  -0.001
C (-5.32996, -1.34783, 0.63623)  0.003
C (-4.14624, -1.24193, -0.06263)  -0.014
H (-5.18301, -1.67348, -3.26397)  -0.002
H (-7.35492, -1.87136, -2.03882)  0.000
H (-7.44054, -1.65512, 0.39510)  0.000
H (-5.35135, -1.24405, 1.71366)  0.001

---

Formula: C33H26BCl3F5N4O2PRuS3Si
Source: the OMol25 dataset
Level of theory: ωB97M-V/def2-TZVPD

The orbital gap (spin up / spin down) is 7.049 / 5.590 eV. The net charge is -1. The value obtained for the HOMO energy (spin up / spin down) is -4.585 / -4.716 eV. Its expectation value of S² is 8.7670. As for the LUMO energy (spin up / spin down): 0.091 / 0.032 hartree. For the relative energy (zero: lowest compared OMol25 entry of this formula, charge and spin), the calculation gives 0.510 eV. As for the energy: -5467.980847 Ha. As for the spin multiplicity: 6.

Each line ends with the Mulliken spin population.
CARTESIAN COORDINATES (ANGSTROEM)
Ru (0.24525, -0.00345, 0.15719)  3.679
F (0.82142, -1.23911, -7.00155)  0.000
C (1.01163, -0.70247, -5.78442)  -0.001
C (0.34097, -1.19256, -4.67969)  0.010
F (-0.52453, -2.20385, -4.82602)  0.000
C (0.54226, -0.61980, -3.43689)  0.049
F (-0.19002, -1.12123, -2.42517)  0.026
C (1.40334, 0.45068, -3.21806)  0.025
S (1.68393, 1.23922, -1.68828)  0.245
C (2.06202, 0.91082, -4.36243)  -0.040
F (2.91750, 1.94451, -4.26654)  -0.002
C (1.87922, 0.36186, -5.61689)  0.002
F (2.53996, 0.85392, -6.67835)  0.001
O (-2.79512, 0.99174, 3.25809)  0.027
C (-2.46981, 1.19569, 2.09417)  0.026
O (-1.73629, 0.44218, 1.36288)  0.002
C (-3.02702, 2.42217, 1.40529)  0.032
C (-4.07577, 3.10488, 2.02153)  -0.001
C (-4.65528, 4.20206, 1.41655)  0.000
C (-4.18005, 4.64134, 0.18361)  0.000
C (-3.12211, 3.98596, -0.41578)  -0.010
C (-2.53415, 2.87061, 0.18968)  0.005
P (-1.08982, 2.11460, -0.69139)  0.066
C (-0.15361, 3.69640, -0.83147)  -0.058
C (0.20420, 4.20007, 0.42006)  0.049
C (0.97017, 5.34896, 0.53953)  0.000
C (1.37451, 6.03155, -0.59719)  0.009
C (1.02028, 5.54431, -1.84674)  -0.006
C (0.27812, 4.37843, -1.96349)  0.017
C (-1.96158, 1.63964, -2.22860)  -0.001
C (-1.58036, 1.93033, -3.53260)  0.001
C (-2.30435, 1.42362, -4.60645)  -0.004
C (-3.40071, 0.60678, -4.38881)  0.010
C (-3.77657, 0.29508, -3.08781)  0.003
C (-3.06485, 0.80668, -2.01813)  0.039
H (-4.41356, 2.73610, 2.98022)  0.001
H (-5.47591, 4.71968, 1.89793)  0.000
H (-4.62742, 5.49875, -0.30297)  0.000
H (-2.74103, 4.34770, -1.36345)  0.004
H (-0.10466, 3.68231, 1.32310)  -0.002
H (1.25042, 5.70315, 1.52275)  0.000
H (1.97092, 6.93066, -0.51065)  0.001
H (1.34764, 6.05498, -2.74314)  0.000
H (0.06582, 4.01078, -2.95424)  -0.001
H (-0.70069, 2.51859, -3.73732)  0.004
H (-1.98882, 1.65512, -5.61599)  0.000
H (-3.95424, 0.20403, -5.22699)  0.001
H (-4.62029, -0.35705, -2.90417)  0.000
H (-3.35158, 0.54440, -1.00555)  0.001
C (5.19748, -0.84063, 0.27071)  0.003
N (4.57633, -2.07353, 0.71868)  0.015
C (5.10539, -2.97867, 1.60968)  0.018
C (4.19635, -3.97314, 1.72777)  -0.004
N (3.12826, -3.68189, 0.91221)  0.014
B (1.80996, -4.51211, 0.78256)  -0.002
N (0.79861, -3.93047, 1.84368)  0.024
C (0.85105, -4.33342, 3.15258)  0.003
C (-0.13664, -3.71201, 3.83104)  0.011
N (-0.78882, -2.91925, 2.92632)  0.009
C (-1.99835, -2.17071, 3.23452)  0.008
C (-0.20085, -3.03533, 1.71193)  0.013
S (-0.81259, -2.28750, 0.25808)  0.230
C (3.36377, -2.50779, 0.29893)  0.022
S (2.39409, -1.71124, -0.85044)  0.144
H (6.21885, -0.82197, 0.64563)  0.000
H (4.64672, 0.01944, 0.64773)  0.002
H (5.19112, -0.80109, -0.81665)  0.001
H (6.05651, -2.82471, 2.08380)  0.002
H (4.22341, -4.86981, 2.31834)  0.000
H (1.35198, -4.41858, -0.31844)  0.002
H (2.06354, -5.64981, 1.13214)  0.000
H (1.58450, -5.04320, 3.48583)  0.001
H (-0.42823, -3.74982, 4.86372)  0.002
H (-2.23907, -2.35991, 4.27821)  0.001
H (-2.81069, -2.50791, 2.59294)  -0.001
H (-1.84990, -1.11319, 3.08170)  0.001
Cl (3.20407, 2.00983, 1.66395)  0.025
Si (1.66629, 0.67378, 2.12431)  0.199
Cl (2.60275, -0.86237, 3.16237)  0.027
Cl (0.55992, 1.67213, 3.58116)  0.022

---

Formula: C33H26Cl4O2Sb2Sn
Source: the OMol25 dataset
Level of theory: ωB97M-V/def2-TZVPD

The orbital gap is 5.273 eV. The net charge is +2. The value obtained for the HOMO energy is -13.140 eV. As for the LUMO energy: -0.289 hartree. For the relative energy (zero: lowest compared OMol25 entry of this formula, charge and spin), the calculation gives 1.346 eV. As for the energy: -3958.547453 Ha.

Each line ends with the Löwdin charge.
CARTESIAN COORDINATES (ANGSTROEM)
Sn (2.12754, -2.52835, -2.39818)  1.542
Cl (1.88934, -0.92385, 4.38942)  0.785
C (2.43444, -1.15795, 2.78292)  -0.696
C (3.78944, -1.07655, 2.47152)  -0.698
Cl (4.93384, -0.71095, 3.69082)  0.742
C (4.21314, -1.31425, 1.15972)  -0.607
Cl (5.86794, -1.24605, 0.74662)  0.783
C (3.28474, -1.63285, 0.16952)  -0.397
O (3.64924, -1.93785, -1.07328)  -0.339
C (1.90424, -1.65065, 0.46732)  -0.427
O (1.03864, -1.90615, -0.52788)  -0.412
C (1.50684, -1.43515, 1.78082)  -0.624
Cl (-0.14976, -1.59565, 2.19212)  0.756
C (-1.38056, 2.74095, -0.16318)  -0.333
C (-2.73936, 2.12935, 0.13912)  -0.366
C (-3.02106, 0.88355, -0.68658)  -0.320
Sb (-1.60366, -0.73805, -0.25628)  1.539
C (-1.17216, -1.40995, -2.24658)  -0.397
C (-0.71766, -0.53105, -3.21678)  -0.141
C (-0.35416, -1.01335, -4.47188)  -0.082
C (-0.43916, -2.37425, -4.74498)  -0.098
C (-0.90086, -3.25175, -3.77038)  -0.100
C (-1.25956, -2.76825, -2.51608)  -0.157
C (-3.09696, -2.20415, 0.37472)  -0.329
C (-3.17446, -2.88095, 1.57232)  -0.115
C (-4.22386, -3.77555, 1.75822)  -0.043
C (-5.16236, -3.97345, 0.76082)  -0.040
C (-5.07886, -3.26725, -0.42878)  -0.044
C (-4.04176, -2.37185, -0.62558)  -0.145
Sb (0.26394, 1.37835, 0.25362)  1.596
C (0.75144, 1.76585, 2.31132)  -0.377
C (2.05334, 2.12305, 2.61672)  -0.128
C (2.37204, 2.41865, 3.93202)  -0.067
C (1.40544, 2.32525, 4.92082)  -0.071
C (0.10854, 1.95755, 4.60122)  -0.076
C (-0.22836, 1.67805, 3.28612)  -0.149
C (1.75404, 2.30775, -1.02408)  -0.337
C (2.52504, 1.58305, -1.91268)  -0.125
C (3.45294, 2.24715, -2.70088)  -0.050
C (3.60994, 3.61925, -2.58748)  -0.038
C (2.83524, 4.33345, -1.68668)  -0.045
C (1.89494, 3.68265, -0.90368)  -0.114
H (-1.22426, 3.63925, 0.43312)  0.076
H (-1.30636, 3.00855, -1.22088)  0.074
H (-3.50336, 2.87915, -0.09208)  0.127
H (-2.83646, 1.90965, 1.20792)  0.101
H (-2.97046, 1.11705, -1.75128)  0.073
H (-4.02096, 0.51095, -0.46538)  0.070
H (-0.68046, 0.53795, -3.02198)  0.104
H (-0.05536, -0.32155, -5.24748)  0.122
H (-0.18506, -2.74265, -5.72818)  0.123
H (-1.02206, -4.30285, -3.99288)  0.124
H (-1.63726, -3.44475, -1.76138)  0.112
H (-2.44916, -2.73945, 2.35982)  0.061
H (-4.30186, -4.31525, 2.68982)  0.121
H (-5.96786, -4.67575, 0.90662)  0.122
H (-5.82056, -3.40765, -1.20038)  0.122
H (-3.96516, -1.81695, -1.55408)  0.105
H (2.80304, 2.17865, 1.83752)  0.110
H (3.37654, 2.71775, 4.18482)  0.121
H (1.66924, 2.52955, 5.94692)  0.123
H (-0.64106, 1.88105, 5.37452)  0.121
H (-1.24396, 1.39735, 3.03032)  0.094
H (2.41764, 0.50015, -1.99198)  0.065
H (4.05564, 1.68065, -3.39428)  0.118
H (4.33734, 4.13345, -3.19708)  0.122
H (2.95754, 5.40035, -1.58368)  0.122
H (1.29314, 4.24725, -0.20468)  0.109

---

- What is the formula in the second record?
  C33H26AsF6IrN4O2S2